Entry 1:
The following is a quantum chemistry calculation of 8 unconnected molecules or ions with the total composition C26H31BrF7O23P, from OMol25.

Geometry (Å):
H 1.506 3.306 -2.458
H -2.964 -1.496 -1.184
C -7.186 2.996 4.417
C 0.063 3.356 -4.066
F 10.133 5.840 -0.581
F -5.913 -1.507 5.595
O 0.068 1.803 -2.406
O -9.506 -2.780 -1.585
O 10.165 4.177 2.414
C 9.739 4.886 0.297
C -3.993 -1.404 -1.541
P 7.618 -0.838 -2.602
H -4.060 -0.535 -2.196
H 10.678 6.088 1.837
C -5.352 -2.520 -0.166
H -11.144 -3.688 -0.679
F 0.689 3.637 -5.234
F -3.478 -3.325 -2.797
O -9.232 1.611 6.730
H 7.645 -2.670 -0.931
O 3.980 2.234 -2.347
C -4.490 -2.653 -2.196
C 4.480 1.414 -1.571
O -8.272 -0.983 -2.182
C 9.891 0.942 -2.048
H 2.215 -5.235 -0.815
O 3.137 -2.175 -0.461
H -7.253 3.866 3.762
H -5.710 -2.442 2.845
H 1.363 -3.111 0.002
C -10.665 -1.710 0.052
Br 6.591 1.749 -4.286
O -4.871 -1.277 -0.428
O -1.943 0.918 -2.934
H 1.703 2.005 -3.646
H -0.376 4.269 -3.654
C 6.136 0.352 -2.910
F -6.672 1.073 3.158
H 9.493 1.421 -2.996
H -9.661 -3.614 0.294
H -8.498 1.906 3.050
H 8.220 0.553 -0.621
O -8.060 3.124 5.530
O -6.045 -2.787 0.773
C 10.710 3.315 1.511
H 3.880 -4.844 -0.337
H 3.834 1.062 -0.691
H -5.304 -2.494 -2.910
C -10.279 -3.074 -0.428
C 2.440 -3.280 0.082
H -5.480 -0.335 4.021
F -10.779 -1.680 1.401
O 5.798 0.909 -1.616
C -5.117 -1.230 4.532
H 6.018 -1.845 -0.999
O -8.150 0.976 4.850
C -1.028 1.641 -3.196
C 0.973 2.631 -3.127
C 8.828 -0.052 -1.386
C -2.982 -1.472 4.012
H 8.742 4.526 0.030
H 5.283 -0.267 -3.395
O 10.662 3.815 0.243
C 2.947 -4.431 -0.729
O -3.656 -2.256 3.126
C 6.839 -2.307 -1.660
O -9.561 -0.912 -0.325
H -5.025 -3.367 4.197
C -4.970 -2.424 3.646
F 2.787 -3.412 1.384
O 11.168 2.250 1.793
O -4.959 -3.422 -1.105
O -1.818 -1.215 3.930
H -11.577 -1.314 -0.404
H -6.156 2.903 4.772
C -7.684 1.746 3.762
H 6.446 -3.119 -2.342
H 10.117 1.815 -1.323
O 3.701 -1.708 -2.601
C 3.376 -2.497 -1.762
H 8.939 5.822 2.075
H 10.854 0.366 -2.233
O 3.192 -3.825 -1.993
O -3.800 -1.010 5.000
H 9.303 -0.911 -0.792
O -0.958 2.409 -4.318
C 9.862 5.372 1.708
C -9.040 -1.511 -1.432
C -8.544 1.878 5.794

Values from the calculation:
LUMO level ... 0.20 eV
SMILES ... CCP(C)[C@H](Br)OC=O.O=C1OC[C@@H](F)O1.O=C1OC[C@@H](F)O1.O=C1OC[C@@H](F)O1.O=C1OC[C@@H](F)O1.O=C1OC[C@@H](F)O1.O=C1OC[C@@H](F)O1.O=C1OC[C@@H](F)O1
Net charge ... 0
HOMO-LUMO gap ... 8.5 eV
Maximum force ... 3.61 eV/Å
HOMO energy ... -8.29 eV

=====

Entry 2:
The following is a quantum chemistry calculation of a molecular structure, C32H48ClNO4RhSe, from OMol25.

Geometry (Å):
C -2.886 -1.508 -4.530
H 4.262 -3.097 1.207
C 3.139 3.088 -1.098
O -1.714 0.184 -1.642
H -3.003 -4.270 -1.043
H -1.071 4.774 -0.340
C -0.543 -1.720 2.408
H 4.456 -1.336 1.103
H 3.390 3.279 -3.245
H -1.841 -3.646 3.862
H 2.554 -3.085 4.558
O -5.817 -0.985 -3.097
H 4.304 4.480 -2.308
H -2.827 4.782 -0.546
H -2.495 -2.596 5.132
C 0.633 0.212 -1.495
H 2.748 0.314 -1.313
H -1.472 -2.830 -3.889
H 4.284 -3.291 4.234
H -1.304 -4.256 -0.523
C -1.408 -0.228 4.220
H 5.361 -2.258 2.312
H -0.743 -2.798 4.959
C 4.404 -2.184 1.789
C -4.124 -2.282 -4.126
C -1.674 -1.524 3.435
H -0.787 4.645 -2.905
H -2.061 3.555 0.478
H -3.794 -1.198 3.625
C -3.195 2.457 -1.761
H -3.386 1.826 -0.896
H -2.551 4.681 -3.077
H -0.465 -0.269 4.767
C 0.755 -1.779 2.901
H 5.250 2.816 -0.740
H -3.997 3.200 -1.831
C 3.545 -0.706 3.589
C 1.736 -1.975 0.755
H 2.550 4.647 -2.502
Se 0.683 -1.686 -1.632
H -3.845 -3.305 -3.860
H 0.883 -1.716 3.976
H -1.367 0.622 3.536
C -0.604 2.297 -1.508
Cl -1.524 -4.875 -2.758
C 3.016 4.021 0.117
H 2.810 -0.561 4.383
H -3.372 -2.334 2.331
C -2.002 -3.923 -1.290
H -1.613 3.362 -3.801
C 4.363 2.195 -0.884
H 3.080 -4.119 3.225
H 3.947 4.577 0.262
C 1.907 -1.919 2.131
C -1.686 4.025 -2.935
H -2.214 -0.056 4.939
Rh -1.936 -1.885 -1.450
H 2.209 4.743 -0.014
H -4.848 -2.297 -4.938
O -4.170 -1.780 -1.789
C 3.275 -1.999 2.805
C -1.951 4.136 -0.440
H -0.969 -1.278 -3.845
H 3.494 0.156 2.920
H -2.643 -1.715 -5.577
H -3.241 1.826 -2.645
H 2.582 -2.064 0.090
H 2.809 3.441 1.019
C 0.465 -1.924 0.212
C 0.620 2.932 -1.360
C 1.836 0.899 -1.359
C -0.747 -1.826 1.005
N -1.760 -1.883 -3.665
C -4.775 -1.610 -2.905
H -3.063 -0.436 -4.437
C -3.077 -1.411 2.826
C 3.299 -3.197 3.768
H -3.131 -0.613 2.088
H 4.540 1.552 -1.750
C 1.853 2.276 -1.264
C -1.853 3.193 -1.650
H 4.237 1.568 0.002
C -0.623 0.864 -1.547
C -1.683 -2.714 4.408
O -1.947 -1.878 0.478
C 3.360 3.928 -2.367
H 4.541 -0.739 4.041
H 0.623 4.016 -1.322

Values from the calculation:
LUMO level ... 2.25 eV
Net charge ... -1
HOMO-LUMO gap ... 7.0 eV
Maximum force ... 4.46 eV/Å
HOMO energy ... -4.74 eV

=====

Entry 3:
The following is a quantum chemistry calculation of a gas-phase ion, C7H6NO4S (charge -1), from OMol25.

Geometry (Å):
C 0.012 0.090 0.044
C -1.355 -0.298 0.529
C 2.744 0.511 -0.511
S -2.414 -1.419 -0.852
O -2.704 0.994 1.918
H 2.183 0.671 -2.569
H 0.633 -0.316 1.984
O -1.643 -2.625 -0.456
H 3.091 0.029 1.595
N -2.121 0.949 0.831
H 3.758 0.636 -0.667
O -2.095 1.886 0.022
O -3.769 -1.378 -0.281
C 1.778 0.523 -1.544
H -1.560 -0.996 1.351
C 0.998 0.036 1.075
C 2.374 0.272 0.857
C 0.414 0.260 -1.280
H -0.324 0.177 -2.044

Values from the calculation:
LUMO level ... 3.31 eV
Net charge ... -1
Energy above the lowest of the compared OMol25 structures with the same formula, charge and spin ... 1.311 eV
HOMO-LUMO gap ... 7.5 eV
Maximum force ... 3.77 eV/Å
HOMO energy ... -4.21 eV